# 1
# C24H52FN3O11S

A molecular structure, C24H52FN3O11S (the ωB97M-V functional and the def2-TZVPD basis, OMol25).

The calculation puts the gap between HOMO and LUMO at 8.0 eV. The HOMO energy comes out at -8.712 eV. Its spin multiplicity is 1.

```
92
C24H52FN3O11S the ωB97M-V functional and the def2-TZVPD basis
O 3.6069 -5.9016 -3.8699
H -4.8234 0.2788 0.5239
H 2.8651 1.1696 3.0239
H -3.5517 5.1350 3.9401
C -2.2856 5.1490 1.4052
N -5.0891 -1.7155 -1.2487
O -2.9102 -0.5292 0.3773
H -5.8986 -2.0070 0.6503
C 3.0566 -2.7326 -0.5692
H 2.7911 -2.2624 -1.5249
H 2.3054 -3.8187 -2.9948
C -2.2608 3.4909 3.2812
H -6.4284 -3.2838 -1.5460
H -1.6247 2.8219 3.8583
C -5.4650 -2.9440 -1.9406
C 2.2092 -5.8422 -3.6171
H -2.3285 -3.3541 -0.8206
H -4.9606 -4.9627 -2.3842
H 6.1192 -2.9809 -1.6362
H 4.3265 -7.0362 -2.2666
F -2.8399 4.1302 5.5341
H 1.8344 -6.8122 -3.2764
C 2.6043 2.4457 -0.2086
C 1.8746 -4.7570 -2.6181
H 2.7891 5.2313 -1.1884
C -4.4844 -4.1112 -1.8922
H -0.2298 2.3760 -0.6675
N -4.1482 4.1531 0.3759
H 3.7367 -7.9647 -3.6632
H 2.5818 -4.4062 0.6517
C 2.6176 1.1644 1.9627
C 4.5690 2.6218 1.4070
O 4.4588 -2.8890 -0.4770
C 2.2595 -4.0071 -0.3130
H 2.2384 1.4472 -0.4654
H 1.2045 -3.7315 -0.2048
H 3.3124 -5.3975 -1.3457
H -4.2266 -1.3731 -1.6504
H 1.2713 5.6447 -0.4461
H -4.2736 -0.7261 1.8767
H -4.2659 -4.4237 -0.8636
C 1.5905 3.5096 -0.6567
H 3.1641 0.3366 1.4975
H 2.7872 -2.0217 0.2165
C -2.2925 -3.1543 -1.8949
N 2.3497 -5.0923 -1.2838
C 2.1035 4.9371 -0.3936
H -2.8020 2.8527 2.5826
O -1.0075 5.5508 3.4314
H -3.1383 5.6693 1.8415
H -4.2864 -2.7134 0.4616
C 0.1681 3.2572 -0.1660
C 4.2530 -7.0486 -3.3599
H 5.2597 -7.0623 -3.7739
H 4.8629 3.6722 1.4325
H 1.5566 0.9637 1.8147
O 0.5224 3.6971 3.3571
H 0.5411 4.9049 1.7529
C -0.0446 4.0271 2.0576
H -1.3202 -3.4647 -2.2782
H -3.0584 0.3856 -1.4994
H 3.4948 2.6085 -0.8221
H 4.5987 -3.0167 -2.5508
H -0.4827 4.0906 -0.4436
C -4.2680 -0.6272 0.7874
O 0.0515 2.9570 1.2307
H -2.3904 -2.0790 -2.0692
C -2.6281 0.5392 -0.5022
O -3.2785 -3.8847 -2.5988
C 3.0437 2.4640 1.2749
C 5.0997 -3.3660 -1.6432
C -3.2887 4.1119 4.2234
H 1.7194 -5.6044 -4.5652
H 0.7874 -4.6352 -2.5823
H 1.5129 3.4224 -1.7468
O 1.3517 5.9398 3.9597
H 2.5916 5.0430 0.5742
O -4.5071 3.2112 -0.2060
H -2.9914 1.4922 -0.1099
H 2.5835 3.2980 1.8043
H -1.6958 5.8493 0.8101
O -2.7415 4.1080 0.5478
O -0.0276 4.6598 5.5454
C -1.4309 4.5138 2.4951
C -4.9173 -1.8560 0.1896
H 4.9089 2.1657 2.3381
H 5.1546 -4.4584 -1.6679
S 0.3003 5.0246 4.2235
H 5.0812 2.1109 0.5903
H -5.6249 -2.6920 -2.9917
H -1.5438 0.5891 -0.5980
H -4.2094 3.5241 4.1945
```

# 2
# C24H52N13O22

12 unconnected molecules or ions with the total composition C24H52N13O22 (the ωB97M-V functional and the def2-TZVPD basis, OMol25).

The calculation puts the gap between HOMO and LUMO at 3.1 eV. Its net charge is -1. The HOMO energy comes out at -1.945 eV. Its spin multiplicity is 1.

```
111
C24H52N13O22 the ωB97M-V functional and the def2-TZVPD basis
O 3.1117 4.2490 -5.2361
H -2.8393 7.3361 -2.4896
C 1.4823 -2.2823 -2.1633
H 0.5244 5.5381 4.3698
H -2.9151 -1.6166 1.0850
H 4.4809 5.2818 -2.7760
N -4.0723 3.3370 4.8553
H 3.9414 -0.8755 -1.8996
C -2.2246 0.2359 -2.1482
N -2.1167 -1.2666 5.0206
H 2.6386 -6.0056 -0.7441
O 4.1402 -3.5372 0.0696
H -1.4489 -0.2877 3.2977
O 0.4744 5.0799 1.4345
H -0.7859 2.9456 -3.2909
H -0.0469 -0.6187 9.1371
C 3.8156 -1.3357 -2.9179
H 2.2249 -0.3605 -5.0879
H -0.7316 2.1408 -1.8795
H 7.6102 -5.5867 0.9384
H -0.2966 -0.5978 -5.3594
N -3.8764 -1.2887 0.9207
N 2.2324 6.5719 4.9925
C 4.2003 5.6564 -3.7579
O 0.0231 8.2071 -2.2476
H -0.8472 0.1668 7.7432
H 0.6121 7.2582 3.8636
O -1.4771 8.7264 -0.7786
H 1.9149 -2.7588 -1.2609
H -2.8036 -5.2436 -5.0532
N 6.6708 -7.3903 0.4554
H -1.7448 7.8177 -3.8209
H 8.6696 -6.8029 0.1629
H -2.0863 -1.8382 -0.7834
C -3.0832 -1.9594 -1.3257
H 0.9382 0.1705 7.8608
C -2.3699 -0.3544 3.8736
H -1.1844 -5.0686 -4.3127
C 0.0462 -2.3975 -2.3674
C -2.9682 -1.0550 -2.6324
O -0.9439 2.2402 8.9513
H -0.5356 5.0982 -1.3977
H 1.1904 5.5941 -1.4365
O -2.9471 -7.7301 -4.3202
H -2.7546 9.0526 -3.0098
O 1.8746 6.9179 6.1030
C 0.0043 0.1949 8.4175
H -2.5263 -2.9011 -3.8401
O -2.2602 -0.8106 6.1449
H -3.2328 -3.0291 -1.5815
C -4.1613 3.8075 6.2640
C -4.1554 -1.4061 -0.3235
N -0.0293 1.4717 9.1814
H -3.4005 -7.5864 -0.5326
H -2.6065 -5.3806 -3.2749
H 5.0038 5.5058 -4.4726
N 3.0104 4.8859 -4.2078
H 0.0196 6.5079 -0.4424
O -2.1274 -4.9030 -0.9695
C 2.2656 -1.5189 -3.1457
C -2.8672 -6.8434 0.0564
N -1.1272 8.3738 -1.8874
N -3.1035 -5.5179 -0.5754
C 3.4508 -5.7429 -0.0690
H 3.0684 -5.5065 0.9196
C 7.8790 -6.6397 0.8890
H -3.5920 3.1305 6.8949
H 3.9139 6.7047 -3.7128
O -0.8142 -7.4336 -4.5334
H -5.2122 3.8054 6.5438
O 3.3847 6.4096 4.6392
C -2.0692 1.3457 -3.2487
H -2.6538 0.6206 4.2618
O 0.8989 3.4857 0.0331
H 1.6240 6.0301 3.0519
N -1.3811 2.5152 -2.5801
H -0.5359 -2.9707 -1.6127
O -3.4186 2.3326 4.6428
H 4.3352 -2.3171 -3.0058
H -5.1367 -1.0810 -0.7413
H -3.2520 -6.7951 1.0726
O 6.7457 -8.0278 -0.5738
C -2.2021 8.1243 -2.8849
O 5.6869 -7.3091 1.1704
C 0.2218 -1.0616 -4.4894
H 8.1669 -7.0194 1.8667
H -2.8822 0.6981 -1.3534
N -1.9508 -7.0309 -4.3777
H -3.1756 -0.7864 3.2798
N 4.1230 -4.5382 -0.6227
H -3.0455 1.6860 -3.6708
O 0.8644 1.6557 9.9852
H 4.1928 -6.5358 -0.0161
O -4.2558 -5.1472 -0.6520
H 4.1747 -0.5729 -3.6520
H -1.2349 0.0322 -1.6176
H -1.4056 1.0437 -4.0976
O -4.6597 3.9912 4.0199
C -2.1501 -5.5618 -4.2442
O 2.0188 4.9521 -3.5072
C 1.6617 -0.9247 -4.3148
O 4.6028 -4.6439 -1.7297
O -1.7844 -2.4055 4.7615
C 1.1639 6.3288 3.9853
C -2.1417 -1.8500 -3.7347
H -1.7999 -7.0444 0.0567
C -0.5994 -1.7725 -3.5310
N 0.5783 4.6220 0.3062
H -2.3708 -1.3530 -4.7240
H -3.7455 4.8116 6.3006
C 0.2897 5.5316 -0.8323
```